Entry 1:
C18H36Cl18 | ωB97M-V/def2-TZVPD

energy above the lowest of the compared OMol25 structures with the same formula, charge and spin: 301.4 kJ/mol
structure (SMILES): ClCCCl.ClCCCl.ClCCCl.ClCCCl.ClCCCl.ClCCCl.ClCCCl.ClCCCl.ClCCCl
charge: 0

Positions of all 72 atoms, in Å:
1 Cl -7.0478 27.8086 -6.8791
2 C -6.3516 27.2385 -5.4124
3 C -6.0407 28.4717 -4.5407
4 Cl -4.5956 29.3473 -5.0525
5 H -5.4661 26.6621 -5.6803
6 H -7.0934 26.6347 -4.8897
7 H -6.0206 28.2300 -3.4780
8 H -6.7985 29.2252 -4.7554
9 Cl -10.6744 28.3311 -0.9700
10 C -11.7603 26.9183 -1.0612
11 C -11.5327 25.8800 -0.0062
12 Cl -12.9287 24.8105 0.0906
13 H -11.7053 26.4628 -2.0499
14 H -12.7990 27.2431 -1.0008
15 H -11.2728 26.2783 0.9745
16 H -10.6504 25.3273 -0.3289
17 Cl -6.8791 18.3424 2.6615
18 C -6.9714 16.4880 2.8097
19 C -8.1280 15.9230 2.0826
20 Cl -8.0263 16.3981 0.3532
21 H -7.1718 16.3342 3.8700
22 H -6.1209 15.9646 2.3729
23 H -9.0847 16.3495 2.3842
24 H -8.3444 14.8744 2.2870
25 Cl -5.4886 22.9050 -9.3728
26 C -5.6608 21.5287 -8.2223
27 C -4.4020 20.5711 -8.2763
28 Cl -3.9286 20.0143 -9.8986
29 H -6.5969 20.9818 -8.3360
30 H -5.6142 21.9210 -7.2064
31 H -4.4861 19.6600 -7.6839
32 H -3.5232 21.0726 -7.8708
33 Cl -10.3838 22.8741 -4.8386
34 C -10.6245 21.1284 -4.4173
35 C -10.4008 20.8284 -2.9893
36 Cl -8.8216 21.2929 -2.5356
37 H -9.9688 20.5251 -5.0452
38 H -11.5656 20.8118 -4.8670
39 H -10.4277 19.7430 -2.8932
40 H -11.1083 21.3017 -2.3084
41 Cl -14.4980 17.9713 -12.4865
42 C -15.2257 17.4056 -10.9582
43 C -15.5487 18.6350 -10.0172
44 Cl -14.0824 19.5297 -9.4672
45 H -14.6266 16.6522 -10.4468
46 H -16.1155 16.8302 -11.2135
47 H -16.0765 18.3576 -9.1047
48 H -16.1692 19.2809 -10.6384
49 Cl -11.5602 15.9529 -5.8939
50 C -11.5654 14.2499 -5.8616
51 C -12.2587 13.6874 -7.0665
52 Cl -14.0136 13.9639 -6.9868
53 H -12.1034 13.9740 -4.9547
54 H -10.5846 13.8277 -5.6432
55 H -12.2602 12.5977 -7.0434
56 H -11.8247 13.9562 -8.0295
57 Cl -3.8606 18.8000 -3.1507
58 C -3.1782 19.9989 -2.0568
59 C -3.1975 21.4782 -2.5672
60 Cl -2.0388 21.6608 -3.8812
61 H -2.1812 19.6126 -1.8453
62 H -3.7032 19.7900 -1.1246
63 H -3.0005 22.1487 -1.7307
64 H -4.1890 21.6890 -2.9679
65 Cl -14.6558 28.6453 -5.9564
66 C -13.0870 28.5834 -6.6823
67 C -13.1133 28.6144 -8.1866
68 Cl -13.7092 30.1240 -8.7768
69 H -12.6662 27.6907 -6.2194
70 H -12.4272 29.4054 -6.4047
71 H -13.6206 27.7590 -8.6327
72 H -12.1080 28.5596 -8.6043

How is the electron density shared among the atoms? According to Löwdin, the charges in e are: atom 1 (Cl): 0.590, atom 2 (C): -0.695, atom 3 (C): -0.688, atom 4 (Cl): 0.545, atom 5 (H): 0.067, atom 6 (H): 0.070, atom 7 (H): 0.073, atom 8 (H): 0.038, atom 9 (Cl): 0.543, atom 10 (C): -0.699, atom 11 (C): -0.695, atom 12 (Cl): 0.576, atom 13 (H): 0.072, atom 14 (H): 0.058, atom 15 (H): 0.072, atom 16 (H): 0.072, atom 17 (Cl): 0.466, atom 18 (C): -0.606, atom 19 (C): -0.677, atom 20 (Cl): 0.520, atom 21 (H): 0.071, atom 22 (H): 0.077, atom 23 (H): 0.062, atom 24 (H): 0.086, atom 25 (Cl): 0.511, atom 26 (C): -0.612, atom 27 (C): -0.656, atom 28 (Cl): 0.512, atom 29 (H): 0.069, atom 30 (H): 0.060, atom 31 (H): 0.061, atom 32 (H): 0.057, atom 33 (Cl): 0.498, atom 34 (C): -0.662, atom 35 (C): -0.732, atom 36 (Cl): 0.595, atom 37 (H): 0.070, atom 38 (H): 0.076, atom 39 (H): 0.078, atom 40 (H): 0.078, atom 41 (Cl): 0.529, atom 42 (C): -0.644, atom 43 (C): -0.630, atom 44 (Cl): 0.499, atom 45 (H): 0.064, atom 46 (H): 0.063, atom 47 (H): 0.062, atom 48 (H): 0.057, atom 49 (Cl): 0.601, atom 50 (C): -0.755, atom 51 (C): -0.669, atom 52 (Cl): 0.538, atom 53 (H): 0.063, atom 54 (H): 0.082, atom 55 (H): 0.061, atom 56 (H): 0.079, atom 57 (Cl): 0.534, atom 58 (C): -0.684, atom 59 (C): -0.648, atom 60 (Cl): 0.550, atom 61 (H): 0.056, atom 62 (H): 0.060, atom 63 (H): 0.073, atom 64 (H): 0.059, atom 65 (Cl): 0.579, atom 66 (C): -0.728, atom 67 (C): -0.722, atom 68 (Cl): 0.589, atom 69 (H): 0.065, atom 70 (H): 0.073, atom 71 (H): 0.077, atom 72 (H): 0.068

=====

Entry 2:
C18H36Cl2MoNP | ωB97M-V/def2-TZVPD

expectation value of S²: 2.031
DFT total energy: -56928.21799 eV
charge: 0
multiplicity: 3

Positions of all 59 atoms, in Å:
1 Mo -0.1773 -0.1469 0.5492
2 Cl -1.4670 1.8766 0.4246
3 Cl 1.4223 -1.9020 0.4760
4 H -1.6374 -0.6537 0.0810
5 H 1.0829 0.8847 0.4253
6 P -0.2971 -0.1357 -2.1807
7 C 0.0139 1.5712 -2.8509
8 C 0.8304 -1.2342 -3.1452
9 C -2.0517 -0.5204 -2.6542
10 C 1.0414 2.3434 -2.0176
11 H -0.9748 2.0456 -2.7193
12 C 0.3996 1.5909 -4.3336
13 H 1.4468 1.2942 -4.4794
14 H 0.2943 2.6242 -4.6904
15 H -0.2369 0.9605 -4.9630
16 H 0.6317 2.6333 -1.0446
17 H 1.3185 3.2584 -2.5587
18 H 1.9561 1.7626 -1.8359
19 H -2.5824 0.3029 -2.1407
20 C -2.5638 -1.8557 -2.0819
21 C -2.2787 -0.4154 -4.1651
22 H -2.1890 0.6164 -4.5232
23 H -3.2982 -0.7579 -4.3873
24 H -1.5813 -1.0565 -4.7256
25 H -1.9000 -2.3022 -1.3273
26 H -2.7271 -2.5927 -2.8805
27 H -3.5274 -1.6785 -1.5825
28 C 2.2929 -0.9510 -2.7807
29 H 0.6547 -0.9464 -4.1929
30 C 0.4888 -2.7130 -2.9728
31 H 2.6657 -0.0132 -3.2109
32 H 2.9116 -1.7665 -3.1788
33 H 2.4414 -0.9357 -1.6915
34 H 0.5083 -3.0127 -1.9161
35 H 1.2571 -3.2963 -3.4979
36 H -0.4810 -2.9751 -3.4126
37 C 2.3596 0.8442 3.6888
38 N 1.2174 1.5730 4.3068
39 C 1.5538 2.9999 4.5702
40 C -0.0662 1.4431 3.4777
41 C -0.5923 0.0510 3.5948
42 C -0.9363 -0.4346 4.8655
43 C -1.3975 -1.7444 5.0069
44 C -1.5231 -2.5851 3.9012
45 C -1.1716 -2.1277 2.6335
46 C -0.7246 -0.8047 2.4973
47 H 2.5670 1.2815 2.7078
48 H 2.1069 -0.2118 3.5823
49 H 3.2262 0.9630 4.3473
50 H 1.0277 1.1290 5.2220
51 H 1.7671 3.4963 3.6179
52 H 0.6935 3.4692 5.0565
53 H 2.4275 3.0363 5.2291
54 H -0.7586 2.1749 3.9148
55 H 0.1750 1.7888 2.4640
56 H -0.8442 0.2236 5.7361
57 H -1.6635 -2.1082 5.9983
58 H -1.8958 -3.6043 4.0214
59 H -1.2352 -2.7564 1.7452

How is the electron density shared among the atoms? According to Löwdin, the charges in e are: atom 1 (Mo): 0.557, atom 2 (Cl): -0.115, atom 3 (Cl): -0.059, atom 4 (H): -0.085, atom 5 (H): -0.106, atom 6 (P): 0.959, atom 7 (C): -0.546, atom 8 (C): -0.555, atom 9 (C): -0.548, atom 10 (C): -0.171, atom 11 (H): 0.098, atom 12 (C): -0.130, atom 13 (H): 0.072, atom 14 (H): 0.081, atom 15 (H): 0.048, atom 16 (H): -0.004, atom 17 (H): 0.074, atom 18 (H): 0.056, atom 19 (H): 0.091, atom 20 (C): -0.151, atom 21 (C): -0.124, atom 22 (H): 0.064, atom 23 (H): 0.079, atom 24 (H): 0.074, atom 25 (H): 0.038, atom 26 (H): 0.070, atom 27 (H): 0.079, atom 28 (C): -0.136, atom 29 (H): 0.087, atom 30 (C): -0.126, atom 31 (H): 0.059, atom 32 (H): 0.077, atom 33 (H): 0.006, atom 34 (H): 0.036, atom 35 (H): 0.078, atom 36 (H): 0.061, atom 37 (C): 0.009, atom 38 (N): -0.196, atom 39 (C): -0.001, atom 40 (C): -0.136, atom 41 (C): -0.291, atom 42 (C): -0.071, atom 43 (C): -0.097, atom 44 (C): -0.089, atom 45 (C): -0.144, atom 46 (C): -0.321, atom 47 (H): 0.102, atom 48 (H): 0.105, atom 49 (H): 0.103, atom 50 (H): 0.162, atom 51 (H): 0.116, atom 52 (H): 0.105, atom 53 (H): 0.103, atom 54 (H): 0.134, atom 55 (H): 0.042, atom 56 (H): 0.104, atom 57 (H): 0.098, atom 58 (H): 0.103, atom 59 (H): 0.075

=====

Entry 3:
C18H36Cl36 | ωB97M-V/def2-TZVPD

energy above the lowest of the compared OMol25 structures with the same formula, charge and spin: 229.8 kJ/mol
charge: 0

Positions of all 90 atoms, in Å:
1 C -0.3334 5.6962 1.6371
2 Cl -1.9588 5.0808 1.1976
3 Cl -0.3944 7.4520 1.6000
4 H 0.0282 5.4403 2.6330
5 H 0.4006 5.3513 0.9088
6 C 1.0334 6.0605 -2.7429
7 Cl -0.2724 6.9331 -1.8839
8 Cl 0.5180 5.7437 -4.4165
9 H 2.0032 6.5269 -2.5693
10 H 1.1118 5.1161 -2.2044
11 C 0.2011 0.4543 0.0069
12 Cl -0.3331 2.0877 0.2823
13 Cl 0.0098 -0.5757 1.4780
14 H -0.3603 0.0057 -0.8127
15 H 1.2402 0.5042 -0.3185
16 C -3.6285 4.7580 -4.3648
17 Cl -3.3125 6.5356 -4.4416
18 Cl -2.2129 3.7936 -3.7641
19 H -4.5077 4.6883 -3.7242
20 H -3.9036 4.3924 -5.3541
21 C 0.1667 -2.5985 -5.5168
22 Cl -0.5449 -2.0135 -7.1222
23 Cl 1.9574 -2.4796 -5.8018
24 H -0.0956 -1.9479 -4.6825
25 H -0.1657 -3.6191 -5.3272
26 C 5.5102 2.2232 0.0535
27 Cl 4.8473 1.6254 -1.4907
28 Cl 6.8553 1.2218 0.4407
29 H 5.6800 3.2999 0.0564
30 H 4.8263 2.1080 0.8944
31 C -0.7209 2.4220 6.3054
32 Cl -0.5492 0.9073 5.3978
33 Cl -1.5789 2.1402 7.8505
34 H 0.2378 2.9219 6.4432
35 H -1.2117 3.1719 5.6849
36 C 2.1180 2.7583 3.5544
37 Cl 2.5369 3.0588 1.8595
38 Cl 2.0342 4.2437 4.4481
39 H 1.1182 2.3253 3.5215
40 H 2.7154 1.9780 4.0259
41 C 4.0583 -0.6250 -4.0103
42 Cl 2.5304 0.3181 -4.1153
43 Cl 3.9783 -1.6463 -2.6334
44 H 4.1423 -1.1386 -4.9681
45 H 4.8246 0.1501 -4.0007
46 C -1.8614 1.6343 -6.7641
47 Cl -3.4596 2.4647 -7.0221
48 Cl -1.7138 0.8437 -5.1469
49 H -1.7574 0.8352 -7.4982
50 H -0.9887 2.2786 -6.8705
51 C -4.5019 -1.4769 -4.4306
52 Cl -3.0893 -2.4773 -4.6697
53 Cl -5.7942 -2.3500 -3.6251
54 H -4.1324 -0.5810 -3.9316
55 H -4.8622 -1.1501 -5.4060
56 C -2.9523 -3.8531 0.0802
57 Cl -3.0591 -4.3074 1.7574
58 Cl -3.4143 -2.1682 -0.1269
59 H -1.9464 -4.0652 -0.2823
60 H -3.6486 -4.4452 -0.5136
61 C 1.1651 -6.6886 2.0354
62 Cl 0.0847 -7.8793 2.6794
63 Cl 0.2130 -5.3037 1.4393
64 H 1.8450 -6.4871 2.8632
65 H 1.6813 -7.0189 1.1340
66 C 3.0626 -1.7254 1.8307
67 Cl 3.9526 -3.2222 2.1153
68 Cl 4.2282 -0.3439 1.9261
69 H 2.7233 -1.6714 0.7962
70 H 2.1914 -1.6760 2.4838
71 C -4.0401 1.6198 2.1903
72 Cl -2.7726 2.6099 2.9242
73 Cl -4.4104 2.1987 0.5586
74 H -3.7255 0.5834 2.0680
75 H -4.9438 1.6399 2.7994
76 C -1.8891 -2.0234 6.4272
77 Cl -2.0820 -3.7676 6.3578
78 Cl -2.9207 -1.2426 7.6642
79 H -0.8492 -1.7406 6.5907
80 H -2.1616 -1.6206 5.4517
81 C 1.8425 -5.0272 5.6037
82 Cl 0.9627 -3.8596 4.6116
83 Cl 0.7540 -6.0748 6.4345
84 H 2.4966 -5.6063 4.9519
85 H 2.4878 -4.5111 6.3145
86 C 1.4368 -3.9088 -1.9800
87 Cl 0.0650 -4.8999 -2.4909
88 Cl 1.0241 -2.2874 -1.4650
89 H 1.9761 -4.2908 -1.1132
90 H 2.1846 -3.8071 -2.7666

How is the electron density shared among the atoms? According to Löwdin, the charges in e are: atom 1 (C): -1.027, atom 2 (Cl): 0.452, atom 3 (Cl): 0.497, atom 4 (H): -0.007, atom 5 (H): -0.001, atom 6 (C): -0.985, atom 7 (Cl): 0.480, atom 8 (Cl): 0.478, atom 9 (H): 0.038, atom 10 (H): 0.013, atom 11 (C): -1.025, atom 12 (Cl): 0.521, atom 13 (Cl): 0.512, atom 14 (H): 0.001, atom 15 (H): 0.017, atom 16 (C): -0.948, atom 17 (Cl): 0.468, atom 18 (Cl): 0.446, atom 19 (H): 0.025, atom 20 (H): -0.046, atom 21 (C): -0.921, atom 22 (Cl): 0.432, atom 23 (Cl): 0.488, atom 24 (H): -0.008, atom 25 (H): 0.007, atom 26 (C): -1.085, atom 27 (Cl): 0.502, atom 28 (Cl): 0.532, atom 29 (H): 0.044, atom 30 (H): -0.082, atom 31 (C): -1.002, atom 32 (Cl): 0.530, atom 33 (Cl): 0.504, atom 34 (H): 0.005, atom 35 (H): 0.017, atom 36 (C): -1.033, atom 37 (Cl): 0.535, atom 38 (Cl): 0.574, atom 39 (H): -0.019, atom 40 (H): 0.042, atom 41 (C): -1.058, atom 42 (Cl): 0.449, atom 43 (Cl): 0.556, atom 44 (H): -0.006, atom 45 (H): 0.009, atom 46 (C): -0.913, atom 47 (Cl): 0.514, atom 48 (Cl): 0.456, atom 49 (H): 0.001, atom 50 (H): 0.036, atom 51 (C): -1.066, atom 52 (Cl): 0.516, atom 53 (Cl): 0.524, atom 54 (H): 0.012, atom 55 (H): 0.030, atom 56 (C): -1.061, atom 57 (Cl): 0.515, atom 58 (Cl): 0.497, atom 59 (H): -0.020, atom 60 (H): 0.033, atom 61 (C): -1.023, atom 62 (Cl): 0.547, atom 63 (Cl): 0.477, atom 64 (H): 0.007, atom 65 (H): 0.029, atom 66 (C): -1.018, atom 67 (Cl): 0.503, atom 68 (Cl): 0.510, atom 69 (H): -0.032, atom 70 (H): -0.028, atom 71 (C): -0.995, atom 72 (Cl): 0.466, atom 73 (Cl): 0.493, atom 74 (H): 0.017, atom 75 (H): 0.034, atom 76 (C): -1.076, atom 77 (Cl): 0.503, atom 78 (Cl): 0.483, atom 79 (H): -0.002, atom 80 (H): 0.005, atom 81 (C): -1.052, atom 82 (Cl): 0.497, atom 83 (Cl): 0.547, atom 84 (H): 0.016, atom 85 (H): 0.035, atom 86 (C): -1.034, atom 87 (Cl): 0.550, atom 88 (Cl): 0.541, atom 89 (H): 0.016, atom 90 (H): -0.010

=====

Entry 4:
C18H36LiNO9Sr2 | ωB97M-V/def2-TZVPD

DFT total energy: -40995.38634 eV
charge: +4

Positions of all 67 atoms, in Å:
1 Sr 20.6051 2.0063 -2.6660
2 Sr 14.0596 3.3875 -2.7139
3 Li 14.9085 -0.6138 -7.3808
4 N 16.7716 -0.4042 -3.9135
5 O 17.9723 -0.5454 -3.7977
6 O 16.1248 -1.1564 -4.6036
7 O 16.2188 0.4471 -3.3158
8 C 12.1748 3.6525 0.9606
9 O 12.7918 2.5789 0.2669
10 C 12.4139 1.2998 0.7517
11 C 12.7805 0.0715 -0.1838
12 O 12.3400 0.3664 -1.5231
13 C 12.0852 -0.7912 -2.3177
14 H 12.3690 4.6458 0.5558
15 H 12.3174 3.8225 2.0277
16 H 11.1011 3.7654 0.8110
17 H 11.3264 1.3362 0.8159
18 H 12.7848 1.2351 1.7746
19 H 12.1592 -0.7195 0.2364
20 H 13.7922 -0.3302 -0.2398
21 H 13.0425 -1.3124 -2.3274
22 H 11.8073 -0.4372 -3.3104
23 H 11.3333 -1.4829 -1.9378
24 C 19.8792 -4.1671 -7.3817
25 O 20.9054 -3.3586 -8.1213
26 C 21.3857 -3.9723 -9.3685
27 C 22.4591 -3.0769 -9.9974
28 O 22.0292 -1.7479 -10.2666
29 C 23.0944 -0.9070 -10.5584
30 H 19.3634 -3.5357 -6.6582
31 H 20.3552 -4.9731 -6.8232
32 H 19.0786 -4.5880 -7.9899
33 H 20.6485 -4.2548 -10.1201
34 H 21.6550 -5.0091 -9.1671
35 H 22.7860 -3.5320 -10.9324
36 H 23.3838 -3.2794 -9.4569
37 H 22.6368 0.0486 -10.8146
38 H 23.6359 -1.1012 -11.4842
39 H 23.8050 -0.9474 -9.7328
40 C 21.6966 -2.1321 -2.2506
41 O 21.4546 -1.0293 -1.4971
42 C 21.1831 -1.3344 -0.1380
43 C 21.9276 -0.1950 0.7195
44 O 21.6433 1.1007 0.2254
45 C 22.0214 2.1665 1.0851
46 H 21.5261 -1.9302 -3.3080
47 H 21.1939 -3.0084 -1.8412
48 H 22.7554 -2.3610 -2.1296
49 H 21.5420 -2.3208 0.1556
50 H 20.1068 -1.2754 0.0234
51 H 23.0053 -0.2708 0.5746
52 H 21.6374 -0.3429 1.7596
53 H 21.5027 3.0410 0.6923
54 H 23.0274 2.5409 0.8953
55 H 21.8167 1.9528 2.1341
56 C 16.2053 -5.1682 -1.8017
57 C 16.0665 -6.5258 -1.5931
58 C 16.3108 -7.1282 -0.3990
59 C 16.8768 -6.4379 0.6690
60 C 17.0141 -5.0545 0.4562
61 C 16.5974 -4.4326 -0.7025
62 H 15.9903 -4.6371 -2.7172
63 H 15.6711 -7.1490 -2.3816
64 H 16.0696 -8.1777 -0.3169
65 H 16.9626 -6.8727 1.6538
66 H 17.3064 -4.4616 1.3103
67 H 16.5922 -3.3545 -0.6387

How is the electron density shared among the atoms? According to Löwdin, the charges in e are: atom 1 (Sr): 1.811, atom 2 (Sr): 1.828, atom 3 (Li): 0.954, atom 4 (N): -0.734, atom 5 (O): -0.027, atom 6 (O): -0.012, atom 7 (O): -0.082, atom 8 (C): -0.111, atom 9 (O): -0.258, atom 10 (C): -0.147, atom 11 (C): -0.143, atom 12 (O): -0.257, atom 13 (C): -0.075, atom 14 (H): 0.077, atom 15 (H): 0.112, atom 16 (H): 0.105, atom 17 (H): 0.135, atom 18 (H): 0.141, atom 19 (H): 0.134, atom 20 (H): 0.124, atom 21 (H): 0.090, atom 22 (H): 0.087, atom 23 (H): 0.109, atom 24 (C): -0.074, atom 25 (O): -0.205, atom 26 (C): -0.180, atom 27 (C): -0.212, atom 28 (O): -0.169, atom 29 (C): -0.132, atom 30 (H): 0.058, atom 31 (H): 0.081, atom 32 (H): 0.077, atom 33 (H): 0.115, atom 34 (H): 0.121, atom 35 (H): 0.129, atom 36 (H): 0.123, atom 37 (H): 0.089, atom 38 (H): 0.092, atom 39 (H): 0.091, atom 40 (C): -0.119, atom 41 (O): -0.262, atom 42 (C): -0.131, atom 43 (C): -0.144, atom 44 (O): -0.287, atom 45 (C): -0.075, atom 46 (H): 0.099, atom 47 (H): 0.108, atom 48 (H): 0.109, atom 49 (H): 0.140, atom 50 (H): 0.127, atom 51 (H): 0.140, atom 52 (H): 0.137, atom 53 (H): 0.072, atom 54 (H): 0.103, atom 55 (H): 0.115, atom 56 (C): -0.099, atom 57 (C): -0.104, atom 58 (C): -0.088, atom 59 (C): -0.049, atom 60 (C): -0.110, atom 61 (C): -0.141, atom 62 (H): 0.092, atom 63 (H): 0.109, atom 64 (H): 0.114, atom 65 (H): 0.111, atom 66 (H): 0.091, atom 67 (H): 0.078

=====

What is the charge in the fourth record? +4